No. 1
{"formula": "C7H11N", "method": "the ωB97M-V functional and the def2-TZVPD basis", "elements": ["C", "C", "C", "C", "N", "C", "C", "C", "H", "H", "H", "H", "H", "H", "H", "H", "H", "H", "H"], "xyz": [[0.733, -1.737, 1.294], [0.061, -1.637, -0.102], [-0.078, -0.249, -0.501], [1.077, 0.602, -1.136], [2.323, 0.223, -0.617], [0.141, 1.686, -0.640], [-0.857, 0.883, -0.174], [-2.210, 1.362, 0.216], [1.792, -1.506, 1.197], [0.675, -2.772, 1.619], [0.300, -1.029, 1.990], [0.710, -2.068, -0.877], [-0.846, -2.226, -0.119], [0.994, 0.358, -2.194], [2.708, 0.952, -0.007], [0.148, 2.772, -0.732], [-2.817, 1.473, -0.687], [-2.112, 2.316, 0.691], [-2.741, 0.596, 0.778]], "atomic_forces_ev_per_a": [[0.634, 0.178, -0.422], [0.159, -0.455, -1.065], [0.599, -0.277, 1.589], [-1.271, -1.345, 0.038], [0.194, 0.496, 0.129], [0.220, 0.901, -0.659], [-0.163, 0.895, -1.142], [-0.297, -1.733, -0.445], [0.000, 0.108, -0.025], [-0.291, 0.071, 0.218], [-0.236, -0.220, 0.282], [0.137, -0.200, 0.375], [-0.584, 0.250, 0.165], [0.381, 0.463, -0.418], [0.075, -0.012, -0.051], [0.463, -0.040, 0.457], [0.190, 0.179, -0.063], [-0.199, 0.375, 0.532], [-0.013, 0.366, 0.506]], "nbo_charge": [-0.57, -0.54, 0.50, -0.24, -0.36, 0.10, -0.08, -0.66, 0.24, 0.26, 0.22, 0.26, 0.27, 0.25, 0.34, 0.24, 0.26, 0.26, 0.25], "total_charge": 1, "multiplicity": 2, "homo_lumo_gap_ha": [0.306, 0.321], "e_homo_ev": [-14.6, -15.0], "relative_energy_kcal_mol": 94.07, "lumo_energy_ev": [-6.3, -6.3]}

---

No. 2
{"formula": "CHNO2S", "method": "the ωB97M-V functional and the def2-TZVPD basis", "elements": ["C", "N", "O", "O", "S", "H"], "xyz": [[-1.545, 0.681, 0.058], [-0.475, 0.224, 0.413], [-2.421, 1.354, -0.265], [0.745, 0.343, -0.324], [2.017, -0.451, 0.174], [1.680, -2.150, -0.056]], "atomic_forces_ev_per_a": [[2.778, 1.251, -1.079], [0.347, -1.424, 1.620], [-1.883, -0.114, 0.025], [-2.288, 0.795, -1.564], [0.550, -4.248, 0.781], [0.495, 3.739, 0.217]], "nbo_charge": [0.84, -0.34, -0.45, -0.51, 0.38, 0.08], "total_charge": 0, "homo_lumo_gap_ha": 0.337, "e_homo_ev": -9.6, "relative_energy_kcal_mol": 79.10, "lumo_energy_ev": -0.4}

---

No. 3
{"formula": "C4H5NO", "method": "the ωB97M-V functional and the def2-TZVPD basis", "elements": ["C", "C", "O", "C", "C", "N", "H", "H", "H", "H", "H"], "xyz": [[0.805, 2.072, 1.222], [-0.022, 1.089, 0.747], [0.172, -0.106, 0.942], [-0.641, -0.854, 0.100], [-0.163, -1.211, -1.179], [-0.079, -1.468, -2.318], [1.595, 1.648, 1.839], [1.005, 3.183, 0.530], [-0.818, 1.510, 0.215], [-1.672, -0.160, 0.057], [-0.808, -1.633, 0.711]], "atomic_forces_ev_per_a": [[0.567, 1.181, -2.552], [2.550, 10.503, 0.439], [1.076, -5.651, 0.853], [-3.368, 3.190, 0.900], [0.138, -0.530, -4.504], [0.224, 0.455, 2.727], [0.448, 0.751, -0.103], [-1.190, -3.604, 2.851], [-1.495, -0.331, -1.345], [2.272, -2.450, -0.571], [-1.222, -3.514, 1.305]], "nbo_charge": [-0.52, 0.12, -0.45, -0.17, 0.22, -0.24, 0.19, 0.23, 0.17, 0.22, 0.23], "total_charge": 0, "homo_lumo_gap_ha": 0.340, "smiles": "C=COCC#N", "e_homo_ev": -8.9, "relative_energy_kcal_mol": 101.16, "lumo_energy_ev": 0.4}

---

No. 4
{"formula": "C12H31BF4N2O2RuSSiTe4", "method": "the ωB97M-V functional and the def2-TZVPD basis", "elements": ["Ru", "C", "O", "C", "C", "O", "C", "H", "H", "H", "H", "H", "H", "H", "H", "H", "H", "Te", "Te", "Te", "Te", "C", "Si", "C", "C", "H", "H", "H", "H", "H", "H", "H", "H", "H", "C", "C", "N", "C", "S", "N", "C", "C", "H", "H", "H", "H", "H", "H", "H", "H", "H", "H", "H", "H", "F", "B", "F", "F", "F"], "xyz": [[-0.237, -0.782, 0.360], [0.603, 1.816, 1.886], [-0.305, 1.446, 0.861], [-1.307, 2.438, 0.678], [-2.104, 2.240, -0.587], [-1.345, 2.297, -1.768], [-0.853, 3.576, -2.084], [0.117, 1.784, 2.866], [0.981, 2.825, 1.696], [1.428, 1.110, 1.855], [-0.820, 3.420, 0.662], [-1.989, 2.420, 1.538], [-2.880, 3.022, -0.596], [-2.592, 1.269, -0.573], [-1.658, 4.322, -2.090], [-0.420, 3.507, -3.080], [-0.072, 3.906, -1.390], [1.492, -2.778, -0.135], [2.519, -3.568, -2.438], [1.483, -1.426, -3.844], [-0.569, -1.009, -2.114], [-3.454, -0.313, 1.766], [-2.505, -1.405, 0.511], [-3.674, -1.264, -0.997], [-2.741, -3.217, 1.009], [-4.459, -0.718, 1.921], [-3.577, 0.705, 1.386], [-2.952, -0.258, 2.732], [-4.699, -1.410, -0.642], [-3.466, -2.027, -1.750], [-3.633, -0.298, -1.505], [-3.776, -3.392, 1.317], [-2.082, -3.540, 1.813], [-2.533, -3.847, 0.140], [3.446, 0.005, 5.662], [2.300, 0.517, 4.802], [1.676, -0.518, 3.983], [0.393, -0.828, 3.957], [-0.370, -1.632, 2.660], [-0.401, -0.529, 5.033], [-0.041, -0.845, 6.416], [-0.678, 0.136, 7.384], [3.906, 0.842, 6.191], [4.195, -0.485, 5.045], [3.105, -0.724, 6.398], [2.689, 1.274, 4.114], [1.525, 1.000, 5.398], [2.264, -0.879, 3.225], [-1.365, -0.742, 4.814], [1.040, -0.834, 6.514], [-0.361, -1.867, 6.645], [-0.329, 1.151, 7.188], [-0.431, -0.126, 8.413], [-1.765, 0.129, 7.286], [3.054, -3.221, 2.845], [4.207, -2.444, 2.667], [3.782, -1.104, 2.315], [4.919, -2.360, 3.874], [5.007, -2.933, 1.647]], "atomic_forces_ev_per_a": [[0.845, -1.156, -0.924], [0.048, -0.025, -0.011], [-0.177, 0.120, -0.173], [-0.060, 0.012, 0.269], [0.065, 0.040, -0.013], [-0.043, 0.053, -0.058], [0.013, -0.038, 0.029], [-0.001, -0.011, 0.022], [0.013, -0.006, 0.012], [0.060, -0.057, 0.031], [0.051, -0.032, 0.025], [-0.044, 0.028, -0.033], [-0.047, -0.048, 0.020], [0.056, -0.055, -0.039], [0.006, 0.009, -0.007], [0.006, 0.027, 0.002], [0.000, 0.004, -0.011], [-0.291, 0.382, 1.999], [-0.218, 0.161, -0.926], [0.461, -0.058, 0.096], [-0.809, 0.362, -0.266], [0.006, -0.080, 0.005], [-0.062, 0.241, -0.038], [0.079, -0.031, 0.018], [0.007, 0.016, -0.027], [0.007, -0.014, 0.009], [-0.007, 0.010, -0.001], [0.013, 0.008, -0.005], [-0.011, -0.012, 0.022], [-0.017, -0.013, 0.011], [-0.035, 0.014, -0.025], [-0.015, -0.001, -0.019], [-0.015, 0.007, 0.013], [0.011, 0.008, -0.004], [-0.054, -0.015, -0.010], [-0.028, 0.027, 0.004], [0.041, 0.142, -0.058], [0.088, -0.033, -0.003], [-0.099, 0.046, -0.002], [-0.001, -0.018, -0.016], [0.047, -0.003, 0.035], [0.021, 0.000, -0.021], [0.006, -0.011, -0.001], [0.048, -0.041, -0.053], [0.000, -0.011, 0.015], [0.012, -0.023, -0.010], [0.004, -0.006, -0.005], [0.013, -0.068, -0.028], [0.018, -0.025, -0.024], [0.001, 0.011, -0.024], [-0.007, 0.009, 0.002], [0.000, 0.003, 0.007], [-0.003, 0.000, 0.006], [-0.002, 0.002, 0.001], [0.006, 0.072, 0.081], [0.030, 0.072, -0.197], [-0.096, 0.048, 0.166], [0.045, 0.031, 0.122], [0.009, -0.073, 0.015]], "nbo_charge": [-0.22, -0.25, -0.55, -0.08, -0.08, -0.52, -0.25, 0.18, 0.17, 0.22, 0.17, 0.18, 0.16, 0.22, 0.16, 0.20, 0.16, -0.04, -0.08, -0.15, 0.09, -1.14, 1.42, -1.15, -1.15, 0.22, 0.20, 0.22, 0.22, 0.24, 0.22, 0.21, 0.24, 0.24, -0.62, -0.22, -0.59, 0.36, -0.15, -0.63, -0.22, -0.61, 0.20, 0.27, 0.20, 0.20, 0.19, 0.47, 0.41, 0.21, 0.19, 0.21, 0.21, 0.20, -0.57, 1.34, -0.59, -0.58, -0.56], "total_charge": -1, "multiplicity": 2, "homo_lumo_gap_ha": [0.215, 0.186], "e_homo_ev": [-3.8, -3.7], "relative_energy_kcal_mol": 35.05, "lumo_energy_ev": [2.1, 1.3]}

---

No. 5
{"formula": "C16H26N6O5S", "method": "the ωB97M-V functional and the def2-TZVPD basis", "elements": ["C", "S", "C", "C", "O", "N", "C", "C", "O", "C", "C", "N", "C", "C", "O", "C", "N", "C", "N", "C", "C", "N", "O", "N", "C", "C", "O", "C", "H", "H", "H", "H", "H", "H", "H", "H", "H", "H", "H", "H", "H", "H", "H", "H", "H", "H", "H", "H", "H", "H", "H", "H", "H", "H"], "xyz": [[5.340, 0.846, 1.395], [4.634, 2.388, 1.983], [4.065, 3.177, 0.448], [3.416, 4.531, 0.711], [2.997, 5.173, -0.242], [3.311, 4.980, 1.981], [2.762, 6.294, 2.252], [3.805, 7.382, 2.132], [4.782, 7.163, 3.132], [5.873, 8.060, 3.037], [6.871, 7.731, 4.123], [6.360, 7.982, 5.465], [5.760, 6.861, 6.167], [6.415, 9.260, 5.912], [6.857, 10.170, 5.230], [5.863, 9.514, 7.316], [6.146, 10.853, 7.780], [5.994, 12.048, 7.184], [6.282, 13.011, 8.031], [6.639, 12.328, 9.155], [7.071, 13.017, 10.415], [7.083, 14.368, 10.285], [7.376, 12.416, 11.419], [6.589, 11.022, 9.041], [5.097, 3.306, -0.710], [4.086, 2.653, -1.677], [4.536, 1.574, -2.463], [3.152, 2.335, -0.490], [5.695, 0.329, 2.285], [4.597, 0.216, 0.910], [6.190, 1.011, 0.736], [3.744, 4.476, 2.735], [1.960, 6.482, 1.538], [2.342, 6.295, 3.258], [4.265, 7.345, 1.137], [3.338, 8.368, 2.258], [6.359, 7.969, 2.056], [5.528, 9.095, 3.149], [7.151, 6.678, 4.059], [7.760, 8.343, 3.975], [5.397, 7.157, 7.144], [4.925, 6.463, 5.590], [6.499, 6.068, 6.304], [4.786, 9.326, 7.325], [6.321, 8.851, 8.046], [5.685, 12.152, 6.160], [6.818, 14.796, 9.415], [7.363, 14.919, 11.076], [5.384, 4.328, -0.945], [5.995, 2.708, -0.562], [3.650, 3.370, -2.366], [4.927, 0.911, -1.885], [3.126, 1.276, -0.237], [2.133, 2.704, -0.577]], "atomic_forces_ev_per_a": [[0.029, -0.032, 0.013], [-0.055, 0.091, 0.030], [0.049, -0.117, 0.038], [-0.004, 0.040, -0.026], [0.008, 0.008, 0.043], [-0.052, -0.041, -0.067], [-0.041, 0.037, -0.010], [0.049, 0.020, 0.008], [0.003, 0.006, 0.006], [-0.070, 0.018, -0.048], [0.060, 0.036, -0.006], [0.007, 0.093, -0.014], [0.039, 0.001, -0.016], [-0.106, -0.137, -0.014], [0.021, -0.009, 0.059], [0.116, 0.052, -0.044], [0.187, -0.050, -0.038], [-0.207, 0.030, 0.084], [0.056, -0.085, -0.032], [0.118, 0.075, -0.037], [-0.030, 0.127, -0.339], [0.021, -0.113, 0.142], [0.043, -0.053, 0.199], [-0.261, -0.019, 0.090], [-0.045, 0.088, -0.043], [0.006, -0.001, 0.067], [0.000, 0.001, -0.009], [-0.051, 0.081, -0.045], [0.001, -0.004, -0.007], [-0.001, -0.009, -0.008], [0.007, -0.007, -0.010], [0.042, -0.005, -0.006], [0.018, -0.003, 0.019], [0.013, -0.014, -0.008], [-0.016, 0.004, 0.008], [0.014, -0.018, 0.010], [-0.022, -0.023, 0.014], [0.024, -0.013, -0.010], [-0.014, 0.010, 0.018], [0.005, -0.030, -0.009], [-0.017, -0.014, 0.029], [0.003, 0.010, -0.002], [-0.008, 0.004, 0.007], [0.015, 0.050, -0.014], [0.005, -0.011, 0.005], [-0.011, 0.032, -0.005], [-0.001, -0.008, -0.017], [-0.011, 0.023, -0.024], [0.040, -0.001, 0.001], [-0.026, -0.062, -0.001], [-0.004, 0.010, 0.015], [0.009, -0.016, 0.007], [0.065, -0.017, -0.011], [-0.019, -0.031, 0.008]], "nbo_charge": [-0.75, 0.19, -0.24, 0.68, -0.65, -0.61, -0.24, -0.07, -0.56, -0.07, -0.24, -0.42, -0.41, 0.67, -0.63, -0.31, -0.17, 0.21, -0.49, 0.18, 0.63, -0.81, -0.58, -0.23, -0.43, 0.10, -0.70, -0.43, 0.24, 0.21, 0.21, 0.41, 0.23, 0.20, 0.18, 0.17, 0.18, 0.18, 0.21, 0.24, 0.21, 0.22, 0.20, 0.23, 0.25, 0.23, 0.42, 0.40, 0.23, 0.21, 0.20, 0.46, 0.21, 0.23], "total_charge": 0, "homo_lumo_gap_ha": 0.345, "smiles": "CS[C@]1(C(=O)NCCOCCN(C)C(=O)Cn2cnc(C(N)=O)n2)C[C@H](O)C1", "e_homo_ev": -9.1, "relative_energy_kcal_mol": 44.30, "lumo_energy_ev": 0.3}

---

No. 6
{"formula": "C21H24FN7O4", "method": "the ωB97M-V functional and the def2-TZVPD basis", "elements": ["O", "C", "N", "C", "C", "C", "C", "C", "C", "N", "N", "N", "N", "C", "C", "C", "C", "C", "C", "F", "C", "H", "H", "H", "H", "H", "H", "H", "H", "H", "H", "C", "N", "C", "O", "C", "N", "C", "C", "O", "C", "C", "O", "H", "H", "H", "H", "H", "H", "H", "H", "H", "H", "H", "H", "H", "H"], "xyz": [[3.231, -5.302, -2.754], [2.268, -5.563, -2.044], [1.207, -4.676, -1.915], [1.079, -3.402, -2.483], [1.663, -3.022, -3.702], [1.513, -1.723, -4.192], [0.773, -0.785, -3.471], [0.157, -1.144, -2.261], [-0.630, -0.168, -1.492], [-1.477, -0.424, -0.536], [-1.978, 0.780, -0.113], [-1.463, 1.760, -0.764], [-0.610, 1.191, -1.634], [0.309, -2.459, -1.790], [2.279, -6.814, -1.253], [1.113, -7.322, -0.642], [1.154, -8.505, 0.104], [2.360, -9.197, 0.255], [3.526, -8.714, -0.340], [4.694, -9.378, -0.188], [3.479, -7.537, -1.090], [0.569, -4.896, -1.160], [2.242, -3.731, -4.285], [1.979, -1.444, -5.133], [0.673, 0.218, -3.875], [0.031, 1.694, -2.239], [-0.162, -2.738, -0.852], [0.157, -6.818, -0.748], [0.249, -8.890, 0.567], [2.400, -10.115, 0.834], [4.400, -7.183, -1.547], [-1.594, 2.320, 3.760], [-0.599, 2.529, 2.708], [-0.487, 3.580, 1.889], [0.418, 3.601, 1.059], [-1.516, 4.721, 1.956], [-0.925, 6.011, 1.565], [-0.163, 6.746, 2.371], [0.499, 7.957, 1.757], [0.004, 6.482, 3.555], [-2.730, 4.386, 1.075], [-3.899, 5.339, 1.320], [-2.396, 4.474, -0.290], [-1.492, 3.089, 4.529], [-1.439, 1.343, 4.223], [-2.602, 2.349, 3.344], [0.101, 1.815, 2.573], [-1.861, 4.805, 2.985], [-1.003, 6.269, 0.593], [-0.264, 8.643, 1.396], [1.132, 7.635, 0.931], [1.109, 8.445, 2.516], [-3.064, 3.372, 1.293], [-4.750, 5.031, 0.712], [-3.621, 6.357, 1.049], [-4.185, 5.308, 2.371], [-1.860, 3.697, -0.500]], "atomic_forces_ev_per_a": [[-0.661, -0.105, 0.181], [1.359, 1.265, -1.003], [-0.017, -1.190, 0.538], [-0.040, 0.866, -0.308], [0.150, -0.053, -0.223], [-0.339, -0.152, 0.713], [0.022, -0.148, 0.094], [0.477, -0.482, -0.573], [-0.076, 1.097, 0.176], [-0.654, 0.332, 0.558], [0.129, -0.224, -0.125], [0.486, -1.307, -0.268], [0.746, -0.673, -0.745], [-0.004, 0.370, 0.001], [-0.802, -1.409, 1.202], [0.429, -0.191, 0.057], [0.543, 0.292, -0.318], [0.152, -0.125, 0.038], [-1.028, 0.705, -0.198], [-0.569, 0.339, -0.101], [0.294, 0.075, -0.103], [0.072, 0.243, -0.221], [-0.093, 0.041, 0.277], [-0.100, -0.077, 0.177], [-0.055, -0.066, 0.064], [-0.468, 0.285, 0.404], [0.025, 0.082, -0.046], [0.104, -0.064, -0.049], [0.190, 0.061, -0.093], [0.009, 0.104, -0.062], [-0.233, 0.068, 0.009], [0.199, 0.335, -0.255], [-0.629, -0.689, 0.924], [0.896, 0.524, -1.031], [-0.278, 0.236, 0.015], [0.353, 0.359, 0.361], [-1.170, -1.371, -0.829], [0.799, 0.543, 1.393], [-0.079, -0.132, -0.015], [-0.120, -0.269, -0.116], [-0.364, 0.532, -0.094], [0.282, -0.253, -0.003], [0.093, 0.214, -0.181], [-0.100, -0.084, 0.045], [0.036, 0.146, -0.155], [-0.015, -0.057, 0.114], [-0.051, 0.151, -0.101], [0.012, 0.144, 0.115], [0.061, -0.251, -0.016], [0.057, 0.119, -0.144], [0.010, 0.127, -0.133], [-0.124, -0.078, -0.082], [0.064, -0.232, 0.211], [0.048, 0.036, 0.007], [-0.025, -0.002, 0.040], [-0.052, 0.085, 0.032], [0.049, -0.092, -0.154]], "nbo_charge": [-0.59, 0.66, -0.63, 0.24, -0.23, -0.19, -0.20, -0.09, 0.32, -0.30, -0.06, -0.07, -0.35, -0.22, -0.14, -0.19, -0.20, -0.26, 0.40, -0.31, -0.23, 0.40, 0.25, 0.23, 0.20, 0.43, 0.23, 0.21, 0.23, 0.23, 0.26, -0.42, -0.60, 0.67, -0.65, -0.17, -0.60, 0.68, -0.71, -0.65, 0.10, -0.62, -0.75, 0.21, 0.22, 0.20, 0.41, 0.23, 0.41, 0.22, 0.23, 0.24, 0.17, 0.22, 0.21, 0.21, 0.50], "total_charge": 0, "homo_lumo_gap_ha": 0.331, "smiles": "O=C(Nc1cccc(-c2nnn[nH]2)c1)c1cccc(F)c1.CNC(=O)[C@@H](NC(C)=O)[C@@H](C)O", "e_homo_ev": -9.2, "lumo_energy_ev": -0.2}